{
  "formula": "C14H17N",
  "method": "ωB97M-V/def2-TZVPD",
  "symbols": ["C", "C", "C", "C", "C", "C", "C", "C", "C", "C", "C", "C", "C", "C", "N", "H", "H", "H", "H", "H", "H", "H", "H", "H", "H", "H", "H", "H", "H", "H", "H", "H"],
  "positions_angstrom": [[4.039, 0.457, -0.505], [3.798, -0.826, -0.001], [2.950, 1.319, -0.742], [2.524, -1.216, 0.287], [1.657, 0.976, -0.322], [1.467, -0.273, 0.236], [-3.120, 0.021, -1.675], [-3.123, -1.233, -1.194], [-2.100, -1.943, -0.268], [-0.796, -1.181, -0.324], [-1.915, 2.156, 1.765], [0.620, 2.044, -0.384], [-0.243, -0.644, 2.033], [0.058, -0.695, 0.559], [-2.849, 1.918, 1.110], [5.007, 0.745, -0.816], [4.515, -1.544, 0.381], [3.200, 2.421, -1.128], [2.426, -2.285, 0.787], [-3.801, 0.275, -2.502], [-2.359, 0.839, -1.384], [-3.857, -1.951, -1.389], [-1.990, -2.980, -0.740], [-0.270, -1.248, -1.356], [-2.308, -2.128, 0.762], [-0.197, 1.778, -1.088], [0.187, 2.070, 0.609], [1.016, 3.060, -0.573], [-1.225, -0.965, 2.313], [-0.093, 0.435, 2.420], [0.464, -1.178, 2.645], [-3.679, 1.775, 0.485]],
  "total_charge": 0,
  "total_energy_ev": -16279.99755,
  "lumo_energy_ev": 0.935,
  "de_lowest_ev": 4.741,
  "e_homo_ev": -8.8,
  "orbital_gap_ha": 0.3588
}

=====

{
  "formula": "C29H50N2O18",
  "method": "ωB97M-V/def2-TZVPD",
  "symbols": ["C", "C", "C", "O", "C", "O", "O", "H", "H", "H", "H", "H", "H", "C", "C", "C", "O", "C", "O", "O", "H", "H", "H", "H", "H", "H", "C", "C", "C", "O", "C", "O", "O", "H", "H", "H", "H", "H", "H", "C", "O", "C", "O", "O", "C", "H", "H", "H", "H", "H", "H", "C", "O", "C", "O", "O", "C", "H", "H", "H", "H", "H", "H", "C", "O", "C", "O", "O", "C", "H", "H", "H", "H", "H", "H", "C", "C", "C", "C", "N", "H", "H", "H", "H", "H", "H", "H", "C", "C", "C", "C", "N", "H", "H", "H", "H", "H", "H", "H"],
  "positions_angstrom": [[-2.278, -3.375, -1.066], [-1.246, -4.452, -1.340], [-0.108, -4.369, -0.328], [-0.347, -5.333, 0.712], [-1.366, -6.135, 0.255], [-1.798, -7.063, 0.940], [-1.848, -5.709, -0.918], [-1.956, -2.429, -1.536], [-2.406, -3.176, 0.044], [-3.219, -3.733, -1.456], [-0.784, -4.439, -2.420], [-0.063, -3.434, 0.185], [0.832, -4.468, -0.868], [2.195, 2.117, 2.227], [0.698, 2.445, 1.791], [-0.043, 3.548, 2.493], [0.243, 4.673, 1.686], [0.563, 4.186, 0.486], [0.681, 4.763, -0.552], [0.763, 2.863, 0.505], [2.243, 2.058, 3.244], [2.932, 2.969, 2.080], [2.391, 1.111, 1.899], [0.104, 1.480, 2.025], [-0.102, 3.650, 3.614], [-1.032, 3.229, 2.244], [2.227, 7.965, -1.387], [2.270, 6.992, -2.626], [0.964, 6.964, -3.426], [1.232, 7.646, -4.637], [2.477, 7.726, -4.767], [3.064, 8.082, -5.837], [3.140, 7.440, -3.581], [1.555, 7.661, -0.576], [2.057, 8.990, -1.724], [3.183, 7.966, -0.777], [2.500, 5.959, -2.316], [0.089, 7.224, -2.965], [0.609, 5.999, -3.621], [1.092, -1.670, 3.047], [0.025, -2.139, 3.866], [-0.849, -1.189, 4.335], [-0.690, 0.211, 3.961], [-1.851, -1.618, 5.225], [-2.708, -0.590, 5.788], [1.912, -1.248, 3.730], [0.895, -0.933, 2.190], [1.597, -2.597, 2.682], [-2.149, 0.153, 6.310], [-3.646, -0.898, 6.280], [-3.102, -0.030, 4.897], [-1.543, -1.069, -4.290], [-0.160, -0.978, -4.003], [0.543, -2.052, -4.047], [-0.035, -3.320, -4.452], [1.832, -1.828, -3.676], [2.696, -2.886, -3.773], [-1.742, -1.709, -5.183], [-2.037, -0.140, -4.627], [-2.042, -1.663, -3.469], [3.643, -2.705, -3.247], [2.981, -2.898, -4.843], [2.114, -3.826, -3.563], [-2.212, 0.226, 1.394], [-2.118, 1.535, 0.760], [-1.735, 1.492, -0.489], [-1.498, 0.260, -1.269], [-1.662, 2.637, -1.036], [-1.299, 2.791, -2.339], [-2.651, 0.417, 2.322], [-1.397, -0.428, 1.719], [-2.934, -0.342, 0.835], [-1.072, 3.820, -2.501], [-1.928, 2.287, -3.063], [-0.393, 2.307, -2.602], [2.679, 1.487, -3.015], [2.868, 0.420, -1.923], [1.720, -0.004, -0.997], [1.994, -1.243, -0.314], [2.167, -2.249, 0.255], [2.472, 2.453, -2.541], [1.929, 1.357, -3.786], [3.569, 1.640, -3.613], [3.569, 0.774, -1.170], [3.425, -0.356, -2.317], [0.945, -0.314, -1.637], [1.379, 0.738, -0.327], [-1.233, -6.512, 4.145], [-1.486, -5.053, 3.969], [-2.972, -4.654, 4.038], [-3.244, -3.376, 3.271], [-3.385, -2.401, 2.604], [-1.295, -6.846, 5.174], [-0.301, -6.909, 3.705], [-2.111, -7.024, 3.681], [-1.167, -4.660, 3.005], [-0.903, -4.386, 4.642], [-3.286, -4.456, 5.055], [-3.627, -5.399, 3.521]],
  "total_charge": 0,
  "total_energy_ev": -70710.29731,
  "lumo_energy_ev": 0.308,
  "de_lowest_ev": 3.297,
  "e_homo_ev": -10.4,
  "orbital_gap_ha": 0.3935
}

=====

{
  "formula": "C29H29BeN2O4S",
  "method": "ωB97M-V/def2-TZVPD",
  "symbols": ["C", "C", "C", "H", "C", "C", "H", "C", "C", "C", "H", "C", "C", "H", "H", "H", "H", "H", "H", "Be", "C", "C", "C", "H", "H", "H", "H", "H", "H", "C", "C", "H", "H", "O", "N", "C", "H", "C", "C", "H", "C", "H", "C", "H", "C", "H", "C", "H", "H", "H", "O", "S", "O", "N", "C", "O", "C", "C", "C", "C", "C", "C", "H", "H", "H", "H"],
  "positions_angstrom": [[2.474, -0.101, 1.553], [2.515, -0.803, 0.326], [2.152, 0.089, -0.708], [2.764, -1.842, 0.206], [1.919, 1.349, -0.121], [2.120, 1.233, 1.266], [1.582, 2.231, -0.635], [-1.009, -1.705, 1.923], [0.088, -2.422, 1.418], [-0.007, -2.426, 0.009], [0.880, -2.863, 1.999], [-1.156, -1.704, -0.379], [-1.772, -1.265, 0.823], [2.087, -0.141, -1.758], [1.949, 2.011, 1.989], [2.688, -0.508, 2.526], [-2.655, -0.657, 0.893], [0.700, -2.880, -0.661], [-1.213, -1.493, 2.960], [0.289, -0.177, 0.694], [-1.687, -1.496, -1.781], [-3.195, -1.767, -1.761], [-1.004, -2.446, -2.760], [-3.390, -2.778, -1.404], [-3.613, -1.658, -2.756], [-3.708, -1.076, -1.093], [-1.195, -3.484, -2.493], [0.074, -2.291, -2.770], [-1.384, -2.282, -3.763], [-1.390, -0.040, -2.162], [-1.927, 0.482, -3.477], [-0.305, 0.101, -2.169], [-1.746, 0.621, -1.373], [-2.835, -0.032, -4.123], [-1.326, 1.625, -3.922], [-0.140, 2.255, -3.390], [-1.651, 1.920, -4.829], [1.178, 1.678, -3.856], [2.359, 2.301, -3.460], [2.314, 3.173, -2.818], [3.589, 1.811, -3.865], [4.497, 2.307, -3.548], [3.659, 0.678, -4.668], [4.619, 0.291, -4.981], [2.489, 0.046, -5.057], [2.531, -0.837, -5.680], [1.255, 0.545, -4.656], [0.348, 0.051, -4.974], [-0.167, 2.230, -2.302], [-0.180, 3.311, -3.660], [2.162, 2.073, 5.616], [1.388, 0.746, 5.586], [2.374, -0.431, 5.529], [1.154, 0.787, 3.847], [-0.056, 0.754, 3.428], [-0.394, 0.752, 2.088], [-1.019, 0.643, 4.532], [-2.410, 0.517, 4.468], [-3.126, 0.343, 5.666], [-2.452, 0.302, 6.902], [-1.059, 0.434, 6.948], [-0.368, 0.601, 5.752], [-2.925, 0.529, 3.517], [-4.201, 0.230, 5.642], [-3.006, 0.159, 7.821], [-0.528, 0.395, 7.891]],
  "total_charge": -1,
  "total_energy_ev": -52949.53173,
  "lumo_energy_ev": 2.155,
  "e_homo_ev": -3.8,
  "orbital_gap_ha": 0.2206
}

=====

{
  "formula": "C6H10O",
  "method": "ωB97M-V/def2-TZVPD",
  "symbols": ["C", "C", "C", "C", "C", "C", "O", "H", "H", "H", "H", "H", "H", "H", "H", "H", "H"],
  "positions_angstrom": [[1.860, 0.438, -0.592], [0.555, 0.112, 0.084], [0.210, -1.345, 0.444], [-1.239, -1.115, -0.065], [-0.861, 0.318, -0.510], [-1.012, 1.366, 0.591], [0.257, 1.015, 1.172], [2.688, 0.289, 0.110], [2.020, -0.212, -1.459], [1.875, 1.481, -0.924], [0.761, -2.076, -0.158], [0.334, -1.582, 1.503], [-2.018, -1.157, 0.703], [-1.531, -1.777, -0.884], [-1.039, 0.613, -1.546], [-1.844, 1.223, 1.293], [-1.015, 2.406, 0.237]],
  "total_charge": 0,
  "total_energy_ev": -8429.99314,
  "lumo_energy_ev": 1.073,
  "de_lowest_ev": 1.247,
  "e_homo_ev": -9.4,
  "orbital_gap_ha": 0.3849
}

=====

{
  "formula": "C33H58I3N4O2P",
  "method": "ωB97M-V/def2-TZVPD",
  "symbols": ["C", "C", "P", "C", "C", "C", "C", "N", "C", "I", "C", "C", "I", "C", "I", "C", "N", "C", "C", "C", "C", "H", "H", "H", "H", "H", "H", "H", "H", "H", "H", "H", "H", "H", "H", "H", "H", "H", "H", "H", "H", "H", "H", "C", "C", "C", "C", "C", "C", "N", "O", "C", "C", "C", "H", "H", "H", "H", "H", "H", "H", "H", "H", "H", "H", "H", "H", "H", "H", "H", "H", "H", "C", "C", "C", "C", "C", "C", "N", "O", "C", "C", "C", "H", "H", "H", "H", "H", "H", "H", "H", "H", "H", "H", "H", "H", "H", "H", "H", "H", "H"],
  "positions_angstrom": [[5.698, -1.487, -1.653], [4.261, -1.590, -2.169], [3.042, -0.479, -1.372], [1.445, -1.302, -1.780], [0.788, -1.958, -0.552], [3.103, 1.228, -2.221], [3.651, 0.867, -3.523], [4.175, 0.630, -4.533], [1.714, 1.857, -2.492], [1.373, 2.573, -4.472], [0.683, 2.060, -1.665], [-0.621, 2.683, -2.051], [0.759, 1.590, 0.371], [4.155, 2.239, -1.527], [4.580, 1.422, 0.594], [3.534, 3.535, -1.451], [3.016, 4.566, -1.346], [5.498, 2.273, -2.253], [6.695, 3.030, -1.622], [6.381, 4.250, -0.752], [7.704, 2.107, -0.897], [6.303, -0.815, -2.250], [6.144, -2.471, -1.767], [5.739, -1.256, -0.597], [3.908, -2.582, -1.901], [4.261, -1.551, -3.258], [0.770, -0.629, -2.294], [1.677, -2.089, -2.493], [0.679, -3.027, -0.691], [-0.216, -1.568, -0.440], [1.346, -1.756, 0.355], [-1.312, 2.607, -1.222], [-0.478, 3.735, -2.276], [-1.063, 2.154, -2.887], [5.324, 2.723, -3.224], [5.804, 1.244, -2.378], [7.253, 3.417, -2.468], [6.204, 5.130, -1.366], [7.248, 4.481, -0.142], [5.526, 4.140, -0.098], [8.707, 2.435, -1.152], [7.586, 2.198, 0.174], [7.606, 1.075, -1.214], [-4.835, -5.106, -2.803], [-4.056, -4.090, -1.938], [-4.893, -2.828, -1.737], [-5.002, -1.969, -2.995], [-3.619, -1.651, -3.561], [-2.745, -2.887, -3.776], [-2.734, -3.756, -2.557], [-1.933, -3.276, -1.660], [-3.233, -3.676, -5.005], [-1.324, -2.451, -4.102], [-3.825, -4.775, -0.597], [-5.521, -5.676, -2.178], [-5.445, -4.641, -3.575], [-4.159, -5.817, -3.277], [-4.449, -2.226, -0.937], [-5.888, -3.116, -1.392], [-5.617, -2.467, -3.750], [-5.518, -1.038, -2.754], [-3.717, -1.121, -4.510], [-3.109, -0.966, -2.875], [-2.703, -4.626, -5.087], [-3.031, -3.103, -5.910], [-4.300, -3.879, -5.003], [-0.921, -1.785, -3.345], [-1.321, -1.915, -5.051], [-0.659, -3.311, -4.194], [-3.217, -5.673, -0.715], [-4.786, -5.065, -0.174], [-3.333, -4.122, 0.121], [-3.324, 0.124, 5.385], [-1.807, 0.394, 5.442], [-1.401, 0.784, 6.864], [-1.857, 2.189, 7.258], [-1.385, 3.214, 6.226], [-1.770, 2.856, 4.789], [-1.435, 1.445, 4.457], [-0.142, 1.376, 4.258], [-3.271, 3.105, 4.564], [-1.044, 3.791, 3.826], [-1.131, -0.919, 5.060], [-3.529, -0.894, 5.714], [-3.906, 0.776, 6.033], [-3.701, 0.220, 4.367], [-0.311, 0.734, 6.956], [-1.803, 0.046, 7.562], [-2.944, 2.228, 7.371], [-1.443, 2.442, 8.235], [-1.790, 4.200, 6.465], [-0.297, 3.301, 6.297], [-3.580, 2.732, 3.587], [-3.468, 4.177, 4.591], [-3.909, 2.656, 5.320], [0.033, 3.780, 3.975], [-1.388, 4.813, 3.989], [-1.250, 3.523, 2.788], [-1.399, -1.215, 4.044], [-1.455, -1.702, 5.744], [-0.046, -0.858, 5.124]],
  "total_charge": 0,
  "spin_multiplicity": 3,
  "total_energy_ev": -78801.98330,
  "lumo_energy_ev": -0.589,
  "s_squared": 2.0083,
  "e_homo_ev": -7.6,
  "orbital_gap_ha": 0.2566
}

=====

{
  "formula": "C8H10F2NP",
  "method": "ωB97M-V/def2-TZVPD",
  "symbols": ["C", "C", "C", "C", "C", "C", "C", "C", "N", "F", "F", "P", "H", "H", "H", "H", "H", "H", "H", "H", "H", "H"],
  "positions_angstrom": [[2.129, -2.458, 0.008], [0.769, -2.777, 0.017], [2.477, -1.146, 0.094], [-0.164, -1.738, -0.060], [1.536, -0.129, 0.368], [0.148, -0.384, 0.227], [-0.592, 2.626, -0.766], [-0.564, 1.908, 0.641], [-0.825, 0.557, 0.163], [-3.776, 0.926, 0.451], [-3.320, -0.779, -1.049], [-2.948, -0.437, 0.505], [2.981, -3.095, -0.126], [0.583, -3.870, -0.030], [3.535, -0.735, 0.020], [-1.245, -1.758, -0.261], [2.064, 0.883, 0.465], [-1.439, 2.345, -1.230], [-0.534, 3.663, -0.617], [0.339, 2.365, -1.223], [0.307, 1.914, 1.168], [-1.460, 2.117, 1.234]],
  "total_charge": 0,
  "total_energy_ev": -24670.56840,
  "lumo_energy_ev": -0.576,
  "de_lowest_ev": 2.214,
  "e_homo_ev": -7.4,
  "orbital_gap_ha": 0.2503
}